2 unconnected molecules or ions with the total composition C25H39N6O4 at a distorted geometry, computed with ωB97M-V/def2-TZVPD.

Element x y z (Å)
H  -2.206  -1.885  -4.302
H  -1.196  -3.442  -1.943
C  -1.740  -0.731  0.183
C  -3.552  3.240  -1.215
H  5.618  4.577  1.178
H  2.575  -1.538  2.411
C  -2.105  -5.411  -1.364
C  0.222  0.680  -0.915
H  5.650  5.474  -0.347
C  -3.196  -1.274  -0.063
C  -4.215  3.365  -2.489
H  9.151  1.312  1.573
H  -3.707  3.979  -0.398
H  2.456  1.964  -0.061
O  7.124  4.077  -0.165
H  8.606  0.536  0.051
H  -4.906  4.243  -2.579
H  -0.224  -6.193  -1.453
H  -5.093  -0.596  2.459
H  0.885  -0.550  0.774
H  3.063  0.256  0.139
C  -2.777  -1.132  -2.436
C  1.525  1.199  4.048
H  -1.720  -3.636  -0.165
O  6.703  2.157  0.964
H  -0.439  -1.296  -1.425
C  -3.341  1.512  -3.479
C  -2.680  2.085  -1.046
C  -5.369  -0.922  1.420
H  -3.929  -1.556  -4.041
C  5.787  4.492  0.104
C  -2.621  1.219  -2.221
C  2.358  1.026  0.544
O  8.707  2.614  0.013
H  2.672  2.452  2.236
H  1.095  -2.167  4.646
H  -1.768  0.082  0.946
H  -0.031  1.728  -1.204
N  -1.847  -0.039  -2.298
N  -4.141  2.598  -3.597
C  9.184  1.353  0.484
C  -4.346  -0.259  0.402
C  7.438  2.876  0.334
H  -3.926  0.641  0.915
C  -0.982  -0.343  -1.150
H  10.219  1.254  0.164
H  3.953  1.166  2.107
H  -6.374  -0.465  1.221
C  2.851  1.371  2.024
H  -2.101  1.851  -0.134
C  2.117  -0.851  3.149
H  -3.787  -3.638  -2.530
H  0.356  0.324  5.839
C  -1.972  -3.835  -1.239
C  0.852  0.545  0.530
N  2.189  0.522  3.039
N  -3.473  -1.778  -1.438
H  1.036  0.356  -1.625
N  -2.970  -1.591  -3.700
H  0.212  1.099  1.256
C  1.330  -1.132  4.334
H  -4.924  0.006  -0.518
H  -5.422  -2.035  1.348
H  -0.881  -6.159  0.109
H  -4.136  -3.667  -0.776
O  -3.072  -5.917  -1.866
H  -3.267  0.843  -4.369
H  5.071  3.801  -0.345
H  -3.317  -2.156  0.625
C  0.966  0.176  4.920
H  -1.153  -1.566  0.658
H  1.421  2.297  4.180
N  -1.064  -6.313  -0.884
C  -3.421  -3.271  -1.542

The orbital gap is 5.9950 eV. Its net charge is +1. The value obtained for the LUMO energy is -4.1 eV.